This record from the OMol25 dataset describes a cluster of 3 separate species, C35H54F9N3O6S3 in total in a non-equilibrium geometry. The level of theory is ωB97M-V/def2-TZVPD.

```
110
Properties=species:S:1:pos:R:3:forces:R:3:mulliken_charge:R:1
C 2.24729 -7.99358 -0.61980 0.2938 -0.5280 -0.2850 -1.6848
C 3.00609 -7.51179 -1.84644 -0.3446 0.0611 0.1504 0.2646
C 2.10871 -7.44295 -3.06208 0.2510 0.0463 -0.3305 -0.4548
C 2.70452 -6.80441 -4.33160 0.0579 -0.5203 0.5908 -1.1749
C 3.89187 -5.89587 -4.13566 -0.2339 0.5600 -0.2207 -0.8138
C 3.54210 -4.55577 -3.48803 0.7518 -0.3069 -0.1628 0.4626
C 4.36096 -3.37947 -4.01834 -0.4953 -0.1153 -0.0896 -1.0543
C 3.55651 -2.11237 -4.30401 0.3250 -0.0682 0.3222 -0.9055
C 4.12549 -0.89729 -3.60911 -0.2347 0.0011 -0.0415 -0.5685
C 3.28724 0.35956 -3.78804 0.1626 -0.0367 0.1867 -1.5434
C 2.29889 0.66431 -2.68054 0.2594 -0.4282 0.0139 -0.3788
C 3.01515 0.96304 -1.36053 -0.9282 -0.1101 -0.2232 -1.2103
C 2.39257 1.95179 -0.36741 0.3359 0.3662 0.2437 2.7747
C 2.48620 1.57567 1.10835 0.2797 -0.4055 -0.2924 -1.6579
C 3.57436 0.59801 1.55658 -0.0534 -0.3224 0.0533 -1.1591
C 3.12511 -0.73888 2.16170 -0.4072 0.6821 -0.0557 -1.3051
C 2.10480 -1.60053 1.41332 0.1708 -0.2573 0.0428 -0.1675
C 2.76244 -2.89443 1.01687 -0.0991 0.3732 -0.7548 0.3322
F 2.99174 -3.69319 2.05335 0.1201 -0.5848 0.9915 -0.3317
F 3.98161 -2.58655 0.50004 0.7712 0.1998 -0.4034 -0.3159
C 2.17058 -3.75594 -0.12251 -0.6272 -0.2947 0.6299 0.4927
F 1.98872 -2.99824 -1.18768 -0.3764 0.7279 -0.6867 -0.2396
F 3.07128 -4.66834 -0.43660 0.6282 -0.6012 0.1861 -0.3672
S 0.57503 -4.73377 0.22066 0.9133 0.2500 0.0044 1.4490
F -0.71905 -5.56517 0.45737 -0.5624 -0.3866 0.1038 -0.3350
F 0.41245 -4.09395 1.64497 -0.2090 0.4098 0.7218 -0.3545
F -0.28632 -3.59353 -0.38440 -0.7256 1.0224 -0.4139 -0.3149
F 0.71838 -5.38146 -1.20290 0.0207 -0.1884 -0.5451 -0.3110
F 1.41394 -5.88869 0.85406 0.1386 -0.1706 0.5321 -0.3033
O 3.17762 3.18737 -0.53603 0.3403 -0.3850 0.4414 -0.5968
C 2.64663 3.87836 -1.53911 0.1572 0.3526 -0.3813 0.4429
O 3.17160 4.75683 -2.12697 0.3024 0.5168 -0.3004 -0.5791
O 1.39216 3.45019 -1.79326 -0.4563 -0.2533 -0.3847 -0.5360
C 1.03871 2.59642 -0.72407 0.5647 0.9285 0.0846 0.7371
C 0.42662 3.48690 0.33121 -0.5070 0.0741 0.1976 -1.7429
C -0.80936 4.22430 -0.21636 0.5051 -0.3430 0.3504 -0.7666
C -1.96305 4.20070 0.76661 0.1163 -0.2802 -0.5177 -0.7178
S -3.64971 3.97055 0.11445 -0.1242 0.8834 0.0858 -0.2803
C -3.49110 2.65092 -1.04976 -0.0163 -0.0647 -0.0804 0.3736
S -2.82479 2.81227 -2.51501 0.0742 -0.1327 -0.1894 -0.2142
N -4.07927 1.47076 -0.63038 0.1823 0.4422 0.0714 0.2592
C -3.92746 0.21958 -1.15694 -0.0446 -0.4715 -0.4606 -0.3112
C -4.72411 -0.57642 -0.43164 0.1508 -0.8123 -0.4917 -0.5271
N -5.38444 0.11702 0.53485 -0.5622 -0.1451 0.5822 -0.6360
C -4.97416 1.32564 0.40058 -0.1465 0.3849 0.4962 -0.1820
O 0.05210 1.72315 -1.24030 0.3937 -0.5297 -0.5690 -0.4474
C -0.61543 1.19671 -0.28880 -0.8822 -0.4989 0.1629 0.8938
N -1.26631 0.77146 0.55906 -0.0129 -0.3007 0.2124 -0.6860
H 2.31637 -9.06465 -0.53290 -0.0301 -0.5544 0.0487 0.5147
H 1.20117 -7.75391 -0.69669 -0.4168 0.1276 0.0664 0.3197
H 2.63683 -7.56958 0.28802 0.2118 0.0017 0.2949 0.3255
H 3.42936 -6.54956 -1.62178 0.2616 0.3530 -0.0928 -0.1701
H 3.81567 -8.19159 -2.05746 0.5455 -0.1737 -0.0316 0.5654
H 1.85322 -8.46211 -3.30430 -0.3597 -0.4824 -0.1349 0.4456
H 1.17934 -6.96118 -2.80552 -0.3028 0.2697 0.1510 0.1494
H 2.99533 -7.60316 -4.99620 0.1396 -0.2995 -0.3711 0.3898
H 1.92555 -6.24995 -4.82748 -0.3571 0.2396 -0.3780 0.3741
H 4.67738 -6.39107 -3.59391 0.4163 -0.3052 0.3364 0.3054
H 4.30118 -5.68884 -5.11267 0.1954 0.0415 -0.5052 0.5990
H 3.74174 -4.63143 -2.43457 -0.3167 0.0214 0.2961 -0.5606
H 2.49534 -4.37037 -3.64404 -0.6521 0.1432 0.0439 0.4594
H 5.13131 -3.14896 -3.30338 0.5493 0.1194 0.2503 0.5224
H 4.84040 -3.69712 -4.92921 0.4067 -0.0405 -0.3752 0.4631
H 3.55064 -1.93807 -5.36545 -0.2472 0.1705 -0.5714 0.3288
H 2.53678 -2.23662 -3.97410 -0.5479 -0.1166 0.0262 0.4580
H 4.23389 -1.15889 -2.56666 0.1027 0.0582 0.5785 0.3333
H 5.11982 -0.71372 -3.97810 0.5630 0.0322 -0.1728 0.3275
H 3.95506 1.20241 -3.87071 0.2156 0.5126 -0.1929 0.4696
H 2.73962 0.27961 -4.71405 -0.1551 0.0606 -0.4954 0.5404
H 1.64893 1.44968 -3.01132 -0.1979 0.4628 -0.0987 0.7862
H 1.67791 -0.20663 -2.54089 -0.4920 -0.3760 0.0895 0.1044
H 3.19817 0.02314 -0.87676 0.0553 -0.4611 0.3559 -0.3143
H 3.98349 1.36925 -1.58680 0.5915 0.2071 -0.0220 0.8749
H 2.65685 2.49788 1.62733 -0.0577 0.5916 0.2840 0.6613
H 1.52545 1.23318 1.44595 -0.5960 -0.3767 0.1202 0.3468
H 4.09326 1.09730 2.35459 0.4739 0.1632 0.3734 0.3435
H 4.32208 0.41405 0.80593 0.2420 0.0572 -0.5212 0.6183
H 4.00322 -1.32810 2.35708 0.3949 -0.1393 0.1953 0.5726
H 2.70751 -0.49351 3.12120 -0.2888 -0.0246 0.5528 0.4494
H 1.68494 -1.14708 0.53270 -0.0540 0.3923 -0.4896 0.1410
H 1.27512 -1.82097 2.05415 -0.5133 -0.2157 0.2987 0.6600
H 0.14732 2.92899 1.20835 0.0071 -0.3436 0.3297 0.5440
H 1.17184 4.18750 0.65024 0.5264 0.3642 0.1612 0.8956
H -0.51974 5.23696 -0.41373 -0.0124 0.6140 -0.2285 0.5156
H -1.06648 3.79648 -1.16484 -0.2617 -0.0880 -0.3963 0.0034
H -2.00641 5.14596 1.25277 -0.4207 0.6897 0.3726 0.4690
H -1.82201 3.48029 1.54932 0.0786 -0.6099 0.2446 0.5215
H -3.29852 -0.03331 -1.96897 0.4580 0.1814 -0.5108 0.4718
H -4.84359 -1.62150 -0.59030 -0.1555 -0.5602 0.1250 0.4439
H -5.27194 2.14995 0.99698 -0.1550 0.4599 0.3131 0.4710
C -4.87170 6.81159 4.16249 0.1741 0.0271 -0.3200 -1.0328
C -3.46196 6.40962 3.83187 -0.0360 0.0511 0.0704 0.8240
C -2.53657 6.15790 4.99806 0.1007 -0.0344 -0.1507 -1.1730
O -3.08018 6.28660 2.68855 -0.0142 0.0737 0.0648 -0.5592
H -5.42979 6.96103 3.24209 -0.0260 0.0125 -0.0220 0.2809
H -5.35758 6.03996 4.75150 -0.0409 0.0251 0.1530 0.3081
H -4.87122 7.73796 4.73865 -0.0278 -0.0540 0.1160 0.3589
H -2.93516 5.35816 5.62337 -0.0492 0.0556 0.0714 0.3302
H -2.44879 7.05902 5.60596 -0.0648 -0.0196 0.0758 0.3625
H -1.55299 5.87444 4.63255 0.0235 -0.0042 -0.0122 0.2819
C -9.43717 6.04225 4.38311 0.1588 0.0459 -0.0247 -1.0316
C -8.63035 5.61439 5.58440 -0.1071 -0.0229 -0.0096 0.7840
C -9.37914 4.91299 6.69074 0.1641 0.0116 0.0462 -1.1256
O -7.44197 5.82350 5.65554 -0.0329 -0.0223 0.0628 -0.5054
H -8.78829 6.53184 3.66246 0.0223 0.0137 -0.0200 0.2402
H -9.90289 5.17332 3.91652 -0.0884 0.0047 0.0376 0.3299
H -10.22424 6.73333 4.68756 -0.0761 -0.0610 0.0055 0.3255
H -9.84277 4.00218 6.30972 -0.0893 0.0323 -0.0166 0.3321
H -10.16400 5.56197 7.08136 -0.0773 -0.0345 -0.0495 0.3267
H -8.69148 4.65822 7.49191 0.0239 -0.0074 0.0238 0.2958
```
Positions in Å, forces in eV/Å.

Its SMILES is CCCCCCCCCCCC[C@@]1(CCCCC(F)(F)C(F)(F)S(F)(F)(F)(F)F)OC(=O)O[C@@]1(CCCSC(=S)n1ccnc1)OC#N.CC(C)=O.CC(C)=O. For the frontier orbital gap, the calculation gives 0.295 Ha. The max |F| is 0.0257 Eh/bohr. The value obtained for the HOMO energy is -8.66 eV.